65
Properties=species:S:1:pos:R:3:mulliken_charge:R:1 method="wB97M-V/def2-TZVPD" lumo_ha="-0.1294 / -0.2315" orbital_gap_ev="4.446 / 4.828" charge=+1 total_energy_ev=-67852.3233 spin_multiplicity=5 homo_ev="-7.97 / -11.13"
Ir -0.40 -0.18 -0.30 1.249
C 1.33 0.97 2.20 -0.934
Si 0.67 -0.80 2.52 -0.114
C -1.15 -0.71 3.10 -1.001
C 1.65 -1.67 3.89 -1.310
N 0.66 -1.45 0.87 0.283
C 1.20 -2.57 0.38 0.926
C 2.04 -3.43 1.12 -0.690
C 2.60 -4.56 0.57 -0.903
C 2.35 -4.90 -0.75 -0.467
C 1.49 -4.12 -1.52 -0.771
C 0.93 -3.00 -0.95 0.538
F 0.04 -2.28 -1.69 -0.361
H 1.26 1.57 3.09 0.462
H 0.75 1.46 1.42 0.256
H 2.37 0.96 1.89 0.312
H -1.18 -0.30 4.10 0.468
H -1.63 -1.69 3.14 0.321
H -1.76 -0.08 2.47 0.299
H 1.52 -1.09 4.80 0.414
H 2.72 -1.72 3.71 0.401
H 1.29 -2.67 4.10 0.393
H 2.25 -3.18 2.15 0.315
H 3.23 -5.18 1.18 0.458
H 2.81 -5.78 -1.18 0.445
H 1.25 -4.36 -2.53 0.499
O -6.57 3.28 -0.66 -0.689
N -6.67 2.09 -0.37 1.036
O -7.73 1.54 -0.11 -0.682
C -5.50 1.30 -0.31 -0.797
C -5.68 -0.05 0.02 -0.585
C -4.60 -0.91 0.14 0.751
C -4.72 -2.30 0.45 -0.841
C -3.59 -3.05 0.59 -0.976
C -2.32 -2.44 0.45 -0.188
N -2.19 -1.17 0.12 -0.207
C -3.28 -0.41 -0.07 -0.207
C -3.09 0.94 -0.50 0.566
N -1.81 1.31 -0.75 0.006
C -1.59 2.57 -1.17 0.398
C -2.61 3.48 -1.35 -0.792
C -3.91 3.13 -1.04 -0.717
C -4.20 1.82 -0.61 0.695
H -6.68 -0.39 0.19 0.569
H -5.70 -2.73 0.56 0.484
H -3.63 -4.10 0.82 0.458
H -1.43 -3.03 0.60 0.403
H -0.56 2.85 -1.36 -0.102
H -2.39 4.47 -1.70 0.446
H -4.72 3.84 -1.14 0.619
O 7.29 3.76 -2.19 -0.445
C 6.06 4.03 -2.63 0.512
O 5.83 4.96 -3.35 -0.502
C 4.96 3.10 -2.19 0.489
C 3.68 3.63 -2.02 -0.925
C 2.61 2.82 -1.72 -0.301
C 2.80 1.43 -1.65 0.933
S 1.48 0.29 -1.66 -0.261
C 4.09 0.90 -1.80 -0.701
C 5.16 1.73 -2.06 -0.914
H 7.35 3.00 -1.60 0.321
H 3.55 4.70 -2.15 0.457
H 1.63 3.24 -1.59 0.354
H 4.23 -0.17 -1.72 0.449
H 6.14 1.30 -2.23 0.398


9
Properties=species:S:1:pos:R:3:mulliken_charge:R:1 method="wB97M-V/def2-TZVPD" lumo_ha=-0.1827 orbital_gap_ev=10.236 charge=+1 total_energy_ev=-7164.8433 spin_multiplicity=1 homo_ev=-15.21 relative_energy_kcal_mol=10.4
C 2.45 -0.38 0.00 -1.028
C 1.18 -0.22 -0.01 1.006
N -0.03 0.03 -0.01 -0.095
C -1.28 0.09 0.00 0.550
C -2.61 0.61 0.00 -0.074
N -2.46 -0.67 0.01 -0.256
H 3.13 0.47 0.00 0.282
H 2.91 -1.36 0.01 0.271
H -3.29 1.43 0.00 0.344


120
Properties=species:S:1:pos:R:3:mulliken_charge:R:1 method="wB97M-V/def2-TZVPD" lumo_ha=0.0156 orbital_gap_ev=7.796 total_energy_ev=-85326.9252 spin_multiplicity=1 homo_ev=-7.37
In -16.09 -8.11 0.69 0.600
C -17.99 -4.22 2.91 0.400
F -17.67 -3.14 3.62 -0.223
F -19.03 -4.83 3.49 -0.236
F -18.41 -3.84 1.71 -0.218
S -16.39 -5.12 2.62 1.064
O -15.68 -4.29 1.72 -0.671
O -15.81 -5.33 3.93 -0.651
O -16.99 -6.33 1.99 -0.399
O -22.46 -15.40 -5.93 -0.358
C -22.15 -16.42 -6.49 -0.099
C -11.42 -10.11 0.73 0.033
O -11.50 -9.61 -0.35 -0.382
H -22.05 -16.53 -7.58 0.231
H -21.90 -17.30 -5.87 0.214
H -11.81 -9.62 1.73 0.062
H -10.80 -11.04 0.89 0.284
C -12.27 -5.81 -1.06 -1.523
C -13.29 -6.63 -0.27 0.825
C -13.01 -6.36 1.14 -1.217
O -13.87 -7.14 2.00 -0.103
C -13.26 -7.16 3.30 -1.006
N -14.77 -6.37 -0.55 0.078
H -11.22 -6.21 -1.09 0.380
H -12.08 -4.78 -0.64 0.348
H -12.51 -5.67 -2.11 0.193
H -13.10 -7.64 -0.56 0.195
H -13.29 -5.31 1.43 0.311
H -11.99 -6.64 1.34 0.608
H -13.86 -7.69 3.97 0.287
H -13.25 -6.13 3.68 0.335
H -12.20 -7.50 3.18 0.321
H -14.81 -6.45 -1.53 -0.118
H -15.22 -5.50 -0.33 0.082
C -17.72 -4.89 -1.83 -1.720
C -18.54 -6.12 -1.46 0.906
C -19.40 -6.31 -2.79 -1.463
O -20.22 -7.47 -2.76 0.279
C -21.37 -7.35 -3.58 -1.046
N -17.80 -7.35 -1.14 0.629
H -17.04 -4.64 -1.04 0.179
H -18.28 -3.96 -1.82 0.497
H -17.20 -4.96 -2.75 0.239
H -19.23 -5.86 -0.68 0.240
H -18.61 -6.43 -3.60 0.201
H -19.86 -5.42 -3.03 0.683
H -21.95 -6.48 -3.27 0.355
H -22.01 -8.22 -3.57 0.266
H -20.99 -7.21 -4.59 0.333
H -18.58 -8.02 -0.83 -0.189
H -17.60 -7.76 -2.03 -0.025
C -21.82 -7.70 0.43 -1.541
C -20.63 -8.50 0.99 0.999
C -21.13 -9.53 2.00 -1.226
O -20.17 -10.50 2.29 -0.033
C -19.28 -10.01 3.22 -0.703
N -20.01 -9.19 -0.19 0.330
H -22.51 -8.45 0.11 0.392
H -21.43 -7.19 -0.50 0.161
H -22.35 -6.97 1.07 0.396
H -19.94 -7.81 1.54 -0.225
H -21.92 -10.11 1.51 0.245
H -21.48 -9.02 2.91 0.484
H -18.85 -9.06 2.93 0.169
H -18.59 -10.79 3.50 0.253
H -19.83 -9.72 4.16 0.318
H -19.42 -9.93 0.22 -0.156
H -20.54 -9.39 -1.04 -0.046
C -15.57 -11.45 -3.35 -1.476
C -16.87 -10.64 -3.64 1.132
C -17.74 -11.45 -4.64 -1.114
O -18.95 -10.78 -4.83 -0.015
C -19.54 -11.13 -6.07 -1.024
N -17.42 -10.30 -2.32 0.535
H -15.09 -11.99 -4.17 0.402
H -15.82 -12.12 -2.52 0.303
H -14.89 -10.72 -2.91 0.309
H -16.63 -9.69 -4.23 -0.104
H -17.93 -12.52 -4.35 0.319
H -17.23 -11.39 -5.63 0.420
H -18.89 -10.88 -6.90 0.373
H -20.52 -10.62 -6.21 0.214
H -19.61 -12.22 -6.11 0.375
H -18.45 -10.05 -2.40 -0.109
H -17.26 -10.99 -1.56 -0.440
C -21.28 -14.09 0.88 -1.601
C -20.20 -13.12 0.34 1.187
C -18.90 -13.40 1.18 -0.739
O -17.82 -12.76 0.48 -0.250
C -16.64 -12.36 1.19 -0.440
N -20.04 -13.33 -1.07 -0.143
H -20.99 -15.11 0.64 0.464
H -22.22 -13.83 0.42 0.314
H -21.47 -14.18 1.98 0.327
H -20.50 -12.10 0.48 -0.576
H -18.72 -14.46 1.33 0.470
H -18.96 -12.99 2.24 0.232
H -16.01 -11.79 0.42 0.055
H -16.10 -13.11 1.76 0.443
H -16.84 -11.65 2.00 0.066
H -19.80 -14.33 -1.29 0.298
H -19.31 -12.72 -1.48 -0.030
C -22.12 -12.47 -3.88 -0.292
C -23.28 -12.99 -2.96 -0.532
O -24.05 -11.87 -2.42 -0.554
H -22.54 -11.80 -4.64 0.382
H -21.73 -13.39 -4.26 0.220
H -21.42 -11.94 -3.26 -0.066
H -23.01 -13.67 -2.22 0.314
H -24.01 -13.47 -3.68 0.229
H -23.74 -11.69 -1.52 0.290
C -15.12 -5.86 -5.75 -1.332
C -14.19 -5.83 -4.49 -0.350
O -14.71 -6.84 -3.62 -0.222
H -14.84 -5.01 -6.38 0.364
H -16.12 -5.73 -5.44 0.287
H -15.06 -6.77 -6.28 0.420
H -14.22 -4.87 -3.99 0.356
H -13.15 -6.09 -4.76 0.376
H -14.67 -7.69 -4.00 0.109


57
Properties=species:S:1:pos:R:3:mulliken_charge:R:1 method="wB97M-V/def2-TZVPD" lumo_ha=-0.0301 orbital_gap_ev=5.689 total_energy_ev=-56993.4339 spin_multiplicity=1 homo_ev=-6.51 relative_energy_kcal_mol=0.0
Cs 0.58 1.58 -0.28 1.177
C -2.46 1.53 -5.86 -0.385
C -1.25 1.29 -6.50 -0.565
C -0.09 1.08 -5.77 -0.285
C -0.16 1.11 -4.38 0.436
C -1.36 1.37 -3.73 0.069
C -2.52 1.56 -4.47 -0.713
N 0.97 0.91 -3.53 0.246
N 1.95 0.40 -4.07 -0.442
C 3.07 0.20 -3.20 0.046
C 4.25 -0.17 -3.82 -0.300
C 5.37 -0.38 -3.03 -0.387
C 5.25 -0.22 -1.66 -0.705
C 4.02 0.15 -1.14 -0.115
N 2.94 0.35 -1.89 -0.004
H -3.36 1.69 -6.44 0.371
H -1.21 1.27 -7.59 0.355
H 0.85 0.89 -6.26 0.421
H -1.39 1.38 -2.65 -0.074
H -3.45 1.74 -3.96 0.410
H 4.27 -0.29 -4.89 0.442
H 6.31 -0.67 -3.47 0.394
H 6.10 -0.37 -1.00 0.403
H 3.89 0.29 -0.07 0.323
C -0.88 -4.72 1.67 -1.413
C 0.04 -3.56 1.94 0.709
C 1.42 -3.71 1.90 -0.715
C 2.26 -2.63 2.11 -0.677
C 1.70 -1.38 2.39 0.173
C 0.33 -1.20 2.44 -0.218
C -0.49 -2.29 2.20 -0.718
S 2.80 -0.01 2.62 0.363
C 2.44 0.34 4.34 -0.921
O 2.21 1.15 1.86 -0.645
H -0.33 -5.61 1.39 0.366
H -1.59 -4.47 0.87 0.332
H -1.47 -4.95 2.56 0.323
H 1.84 -4.68 1.68 0.311
H 3.33 -2.74 2.06 0.385
H -0.13 -0.23 2.60 0.810
H -1.57 -2.14 2.19 0.443
H 1.38 0.54 4.43 0.190
H 3.03 1.21 4.62 0.413
H 2.73 -0.52 4.94 0.374
C -5.95 2.31 3.09 -1.143
C -4.48 1.98 2.98 0.967
C -3.57 2.36 3.95 -0.830
C -2.26 2.02 3.72 -0.141
N -1.85 1.37 2.64 -0.252
C -2.81 1.01 1.73 -0.152
S -2.30 0.18 0.30 -0.486
N -4.11 1.32 1.89 -0.573
H -6.20 2.68 4.09 0.332
H -6.54 1.42 2.87 0.314
H -6.21 3.07 2.36 0.256
H -3.87 2.90 4.85 0.319
H -1.48 2.30 4.43 0.382


36
Properties=species:S:1:pos:R:3:mulliken_charge:R:1 method="wB97M-V/def2-TZVPD" lumo_ha=-0.0097 orbital_gap_ev=9.697 total_energy_ev=-37539.0556 spin_multiplicity=1 homo_ev=-9.96
C 3.91 -1.55 0.35 0.054
C 2.97 -0.80 0.59 -0.855
C 1.86 0.29 0.89 -0.347
C 0.86 0.53 -0.39 1.515
C 1.40 -0.55 -1.42 -0.369
N 1.45 -1.51 -2.08 -0.605
C 1.29 1.93 -0.96 0.603
F 1.23 3.00 -0.02 -0.285
F 2.69 1.82 -1.21 -0.309
C 0.68 2.48 -2.30 0.538
F -0.35 3.42 -2.14 -0.234
F 0.22 1.56 -3.22 -0.198
F 1.70 3.20 -2.95 -0.279
C -0.63 0.30 0.06 1.564
C -1.73 0.71 -1.01 -0.423
N -2.37 1.13 -1.88 -0.633
C -1.10 1.11 1.38 -0.958
C -1.60 2.59 1.11 -0.224
F -3.02 2.67 1.17 -0.351
C -0.93 -1.27 0.38 -0.006
C -1.34 -2.10 -0.76 -0.433
C -1.68 -3.55 -0.53 -0.623
C -1.52 -3.93 0.91 -0.363
C -1.05 -2.92 1.87 -0.313
N -0.73 -1.59 1.72 -0.346
H 4.98 -1.89 0.29 0.372
H 1.32 -0.09 1.81 0.355
H 2.43 1.21 1.18 0.416
H -0.33 1.15 2.19 0.396
H -2.01 0.59 1.83 0.530
H -1.24 3.07 0.16 0.148
H -1.20 3.23 1.97 0.316
H -1.43 -1.74 -1.82 0.314
H -2.02 -4.23 -1.36 0.386
H -1.77 -4.97 1.24 0.328
H -0.93 -3.30 2.94 0.322


99
Properties=species:S:1:pos:R:3:mulliken_charge:R:1 method="wB97M-V/def2-TZVPD" lumo_ha=0.0058 orbital_gap_ev=10.234 total_energy_ev=-45391.9904 spin_multiplicity=1 homo_ev=-10.08 relative_energy_kcal_mol=67.0
C -3.08 4.98 -1.20 -1.202
C -2.08 5.60 -0.21 0.674
C -0.74 5.95 -0.85 -1.252
O -2.59 6.77 0.49 -0.564
H -3.42 5.64 -2.00 0.342
H -3.94 4.61 -0.64 0.319
H -2.63 4.08 -1.61 0.311
H -1.86 4.86 0.57 0.066
H -0.97 6.64 -1.67 0.322
H -0.19 5.14 -1.33 0.294
H 0.02 6.38 -0.20 0.376
H -1.91 7.03 1.12 0.314
C 6.34 -1.95 -2.50 -1.221
C 5.48 -3.15 -2.04 0.487
C 5.60 -3.31 -0.54 -1.387
O 4.09 -2.88 -2.23 -0.507
H 6.12 -1.73 -3.54 0.363
H 7.40 -2.13 -2.34 0.355
H 6.09 -1.09 -1.87 0.285
H 5.68 -4.02 -2.66 0.274
H 4.78 -3.91 -0.14 0.334
H 5.60 -2.44 0.11 0.333
H 6.58 -3.71 -0.26 0.399
H 3.98 -2.79 -3.18 0.284
C -1.79 -0.84 0.00 -1.319
C -0.62 -0.79 -0.97 0.754
C 0.30 0.43 -0.84 -1.240
O 0.12 -1.96 -0.85 -0.448
H -1.44 -0.92 1.03 0.322
H -2.46 -1.65 -0.28 0.317
H -2.44 0.01 -0.17 0.395
H -1.02 -0.76 -1.98 0.064
H -0.28 1.34 -0.96 0.246
H 1.12 0.47 -1.55 0.394
H 0.79 0.43 0.14 0.292
H 0.94 -2.00 -1.35 0.224
C 2.20 -2.79 3.17 -0.786
C 1.35 -3.31 4.28 -0.250
O 1.89 -2.73 5.45 -0.532
H 1.91 -3.40 2.31 0.272
H 3.25 -2.96 3.40 0.313
H 2.08 -1.71 3.08 0.197
H 1.36 -4.40 4.39 0.235
H 0.29 -3.07 4.22 0.241
H 1.23 -2.10 5.78 0.310
C -5.71 -0.76 3.04 -0.995
C -5.16 -1.95 3.85 -0.100
O -6.05 -3.00 3.66 -0.517
H -6.13 -1.09 2.09 0.284
H -4.89 -0.04 2.95 0.275
H -6.41 -0.22 3.68 0.314
H -5.07 -1.79 4.93 0.351
H -4.22 -2.29 3.43 0.082
H -5.88 -3.54 4.44 0.309
C 3.06 2.86 -5.70 -1.050
C 3.90 2.69 -7.00 -0.152
O 3.37 3.69 -7.80 -0.506
H 2.00 2.78 -5.93 0.287
H 3.23 3.82 -5.21 0.285
H 3.26 2.11 -4.93 0.331
H 3.76 1.69 -7.43 0.265
H 4.97 2.88 -6.87 0.258
H 3.66 3.64 -8.71 0.282
C -2.22 -7.23 2.22 -1.047
C -2.48 -6.00 1.26 0.006
O -1.28 -5.88 0.57 -0.501
H -3.13 -7.47 2.77 0.343
H -1.42 -7.06 2.94 0.254
H -2.03 -8.12 1.61 0.283
H -2.70 -5.14 1.89 0.141
H -3.28 -6.17 0.55 0.241
H -1.06 -4.95 0.43 0.277
C 0.27 2.98 4.89 -1.007
C -1.15 3.47 4.88 0.018
O -1.97 2.32 5.02 -0.521
H 0.39 2.37 5.79 0.273
H 0.96 3.83 4.93 0.339
H 0.66 2.37 4.08 0.248
H -1.38 4.03 3.97 0.112
H -1.43 4.19 5.65 0.258
H -2.90 2.48 4.83 0.280
C 4.58 3.94 -0.47 -0.947
C 4.82 3.39 0.92 -0.151
O 5.17 4.49 1.75 -0.515
H 3.70 4.55 -0.65 0.236
H 4.47 3.10 -1.15 0.286
H 5.48 4.51 -0.69 0.296
H 5.66 2.70 0.88 0.279
H 3.94 2.89 1.33 0.208
H 5.82 4.12 2.35 0.307
C -5.62 -1.29 -4.66 -1.116
C -5.73 -2.37 -3.53 -0.119
O -6.46 -1.87 -2.46 -0.526
H -5.18 -0.34 -4.36 0.295
H -6.55 -1.02 -5.15 0.311
H -5.01 -1.67 -5.48 0.348
H -4.74 -2.70 -3.22 0.238
H -6.32 -3.21 -3.90 0.264
H -6.66 -2.60 -1.87 0.306


111
Properties=species:S:1:pos:R:3:mulliken_charge:R:1 method="wB97M-V/def2-TZVPD" lumo_ha="0.0229 / 0.0526" orbital_gap_ev="5.004 / 6.073" charge=-1 total_energy_ev=-97627.8968 spin_multiplicity=1 homo_ev="-4.38 / -4.64" relative_energy_kcal_mol=139.5
Sn -0.56 -0.76 -1.31 2.506
O 5.99 -3.60 -1.81 -0.753
C 5.33 -3.69 -0.75 0.556
O 5.64 -4.08 0.39 -0.739
C 3.87 -3.18 -0.88 -0.622
C 3.35 -2.78 -2.10 -0.727
C 2.05 -2.31 -2.16 0.846
N 1.29 -2.21 -1.07 0.700
C 1.77 -2.60 0.11 -0.485
C 3.05 -3.12 0.24 -1.002
C 0.82 -2.36 1.24 1.977
C 1.29 -2.15 2.50 -1.927
C 0.46 -1.72 3.68 -0.769
C -1.79 -2.50 2.82 -1.288
C -1.60 -2.29 1.49 -0.111
N -0.44 -2.26 0.77 -0.262
C 1.39 -1.93 -3.44 0.511
C 2.12 -1.68 -4.59 -1.048
C 1.44 -1.41 -5.77 -1.062
C 0.06 -1.41 -5.77 -1.209
C -0.59 -1.62 -4.57 -0.560
N 0.05 -1.86 -3.42 0.351
H 4.00 -2.84 -2.97 0.562
H 3.45 -3.50 1.17 0.669
H 2.31 -2.44 2.72 1.062
H 1.07 -1.82 4.58 0.545
H -2.81 -2.53 3.17 0.387
H -2.49 -2.17 0.88 0.260
H 3.20 -1.68 -4.57 0.426
H 1.99 -1.20 -6.68 0.418
H -0.51 -1.22 -6.67 0.528
H -1.68 -1.60 -4.51 1.090
B -4.74 -0.61 -1.58 0.144
N -4.06 -1.96 -2.00 -0.598
C -4.72 -3.11 -2.26 -0.138
C -3.80 -4.11 -2.52 -1.274
C -2.57 -3.47 -2.37 -0.781
N -2.73 -2.18 -2.08 1.123
N -4.29 -0.21 -0.15 -0.045
C -5.01 -0.28 0.99 -0.404
C -4.25 0.26 2.01 -1.140
C -3.06 0.64 1.38 -0.246
N -3.09 0.36 0.08 0.230
H -4.43 0.28 -2.33 -0.198
H -5.93 -0.81 -1.57 -0.212
H -5.80 -3.13 -2.24 0.395
H -4.00 -5.14 -2.75 0.412
H -1.57 -3.87 -2.46 0.603
H -6.00 -0.70 0.98 0.457
H -4.52 0.35 3.05 0.475
H -2.19 1.10 1.81 0.512
I 0.24 2.46 -0.62 0.588
C -0.74 3.60 0.85 0.282
C -1.57 4.56 0.33 -0.783
C -2.10 5.59 1.14 -0.986
C -1.72 5.67 2.44 -0.995
C -0.87 4.69 3.01 0.985
C -0.46 4.86 4.35 -0.831
C 0.33 3.92 4.95 -1.125
C 0.66 2.76 4.25 0.372
C 0.28 2.53 2.94 -0.164
P 0.71 0.83 2.30 1.786
C 2.57 1.02 2.35 0.308
C 3.12 2.30 2.22 -0.467
C 4.49 2.49 2.08 -1.001
C 5.35 1.40 2.06 -0.670
C 4.82 0.12 2.15 -1.000
C 3.45 -0.06 2.26 0.120
C 0.03 -0.27 3.62 -0.131
C -1.05 0.18 4.37 -0.305
C -1.78 -0.45 5.39 -0.866
C -1.73 -1.79 5.88 -0.622
C -1.24 -2.85 5.21 -1.199
C -0.70 -2.75 3.82 0.485
C -0.42 3.56 2.25 0.156
H -1.78 4.55 -0.73 0.414
H -2.77 6.32 0.70 0.398
H -2.06 6.49 3.07 0.359
H -0.78 5.75 4.88 0.362
H 0.67 4.05 5.97 0.411
H 1.22 1.99 4.77 0.520
H 2.49 3.18 2.23 0.322
H 4.88 3.49 1.97 0.419
H 6.42 1.55 1.97 0.379
H 5.46 -0.75 2.11 0.532
H 3.07 -1.06 2.26 -0.195
H -1.34 1.21 4.22 0.220
H -2.46 0.21 5.92 0.444
H -2.19 -1.96 6.85 0.355
H -1.26 -3.83 5.69 0.453
H -0.23 -3.71 3.58 0.720
C -2.29 0.66 -5.55 -1.182
C -1.27 1.45 -6.07 -0.864
C -0.17 1.73 -5.28 -1.072
C -0.10 1.22 -3.98 0.357
N -1.09 0.45 -3.49 0.240
C -2.14 0.18 -4.26 -0.291
C 1.08 1.44 -3.11 2.406
C 2.06 2.39 -3.43 -0.786
C 3.22 2.49 -2.66 -1.479
C 3.39 1.64 -1.57 -0.887
C 2.39 0.75 -1.23 0.756
C 1.22 0.63 -1.98 -1.491
H -3.16 0.40 -6.13 0.459
H -1.33 1.83 -7.08 0.400
H 0.64 2.32 -5.68 0.367
H -2.90 -0.45 -3.81 0.501
H 1.92 3.06 -4.26 0.384
H 3.97 3.22 -2.92 0.373
H 4.30 1.70 -0.97 0.495
H 2.52 0.14 -0.34 0.119